# C37H33ClN8O5S2Zn

A molecular structure, C37H33ClN8O5S2Zn (wB97M-V/def2-TZVPD, OMol25).

The geometry in XYZ format:
```
87
Properties=species:S:1:pos:R:3:forces:R:3
Zn -0.0586 1.4242 0.1631 0.009 -0.011 0.001
C -5.3358 -3.0422 1.3005 0.001 -0.012 0.002
C -4.8280 -1.7207 0.7938 0.004 0.001 -0.003
C -4.9897 -1.3496 -0.5362 0.003 -0.004 0.001
C -4.4935 -0.1423 -1.0099 -0.004 0.004 -0.001
C -3.8212 0.7077 -0.1468 0.020 -0.014 -0.040
C -3.6725 0.3662 1.1918 -0.006 -0.005 0.022
C -4.1730 -0.8385 1.6530 -0.010 0.013 0.001
S -3.0584 2.1827 -0.7824 -0.057 -0.084 0.034
O -3.0255 3.0934 0.3502 -0.006 -0.032 0.027
O -3.7906 2.5744 -1.9512 -0.005 0.003 0.000
N -1.5617 1.7861 -1.1025 0.069 0.284 -0.006
C -1.0836 1.4133 -2.3688 -0.035 -0.125 0.031
C -1.6287 0.5870 -3.2645 0.009 0.048 -0.003
C -0.9034 0.1006 -4.4328 0.006 0.000 0.005
C 0.4052 -0.1967 -4.4145 -0.001 -0.002 -0.008
C 1.2914 -0.0448 -3.2635 0.004 -0.009 0.008
C 2.2259 -0.9559 -2.9106 -0.002 0.007 0.004
C 2.9052 -0.8594 -1.6520 -0.004 -0.004 0.000
C 2.3629 -0.0235 -0.7175 -0.018 -0.007 -0.020
N 1.4037 0.8858 -1.0089 0.002 -0.061 0.016
C 1.2829 1.1966 -2.4133 -0.011 0.015 -0.004
H -5.9668 -3.5336 0.5611 -0.007 0.007 0.000
H -5.9166 -2.9170 2.2153 0.003 0.001 0.001
H -4.5053 -3.7146 1.5284 0.006 0.000 0.003
H -5.5191 -2.0099 -1.2129 0.002 -0.001 -0.001
H -4.6428 0.1524 -2.0400 -0.001 0.004 -0.003
H -3.1646 1.0462 1.8642 0.001 0.003 -0.005
H -4.0562 -1.1018 2.6986 0.000 0.000 0.001
H -2.6354 0.2306 -3.0881 -0.009 -0.013 -0.011
H -1.4767 -0.1225 -5.3254 -0.001 -0.003 0.001
H 0.8442 -0.6515 -5.2974 0.000 0.001 0.000
H 2.3905 -1.8272 -3.5360 0.000 -0.003 0.001
H 3.6806 -1.5578 -1.3747 0.003 -0.001 -0.005
H 2.6437 -0.1067 0.3295 0.000 0.002 -0.003
S -1.6362 -4.7625 2.0636 0.047 0.035 0.022
C -1.2314 -3.0880 1.6060 0.004 -0.039 0.000
C -0.7627 -2.2035 2.5672 -0.066 0.012 0.029
C -0.4697 -0.9065 2.1843 -0.068 0.022 0.011
N -0.6096 -0.4808 0.9315 0.088 -0.028 -0.004
C -1.0524 -1.3342 0.0022 0.012 -0.015 -0.009
C -1.3896 -2.6393 0.3015 0.051 0.007 -0.017
C -0.4787 -5.6115 1.0008 -0.063 -0.005 -0.047
C 0.8482 -5.7514 1.3779 0.018 0.019 -0.014
C 1.7092 -6.4157 0.5164 -0.004 0.010 0.010
N 1.3308 -6.9344 -0.6487 -0.002 -0.002 -0.007
C 0.0542 -6.8008 -0.9928 0.003 -0.006 0.004
C -0.8897 -6.1525 -0.2074 -0.013 -0.028 0.015
H -0.6217 -2.5203 3.5911 0.014 0.000 -0.004
H -0.1060 -0.1787 2.9003 0.007 -0.001 0.001
H -1.1351 -0.9465 -1.0085 0.009 -0.010 0.011
H -1.7592 -3.2937 -0.4755 0.005 -0.001 -0.004
H 1.2053 -5.3506 2.3168 -0.002 0.000 0.000
H 2.7537 -6.5371 0.7794 0.001 0.000 -0.003
H -0.2345 -7.2314 -1.9449 0.001 -0.001 0.000
H -1.9194 -6.0771 -0.5300 0.001 0.008 0.003
C 3.5296 2.6195 1.8864 0.001 -0.003 0.001
C 4.5409 2.3269 0.8179 0.005 -0.006 0.007
C 5.7478 1.7154 1.1092 -0.010 -0.004 -0.004
C 6.6589 1.4375 0.1003 -0.003 0.004 -0.007
Cl 8.1648 0.6575 0.5017 0.005 -0.003 0.002
C 6.3828 1.7667 -1.2092 0.003 -0.003 0.010
C 5.1761 2.3828 -1.5201 0.009 0.002 -0.014
C 4.2623 2.6588 -0.5138 0.009 -0.004 0.011
O 3.0533 3.2564 -0.7185 0.021 0.041 0.017
C 2.6355 3.4573 -2.0559 -0.002 0.004 -0.014
C 2.4046 2.1823 -2.8785 -0.047 0.033 -0.050
O 2.9920 2.0245 -3.9151 0.018 -0.019 0.010
O 0.1343 2.0115 -2.6140 0.017 -0.020 0.005
H 3.8665 2.2401 2.8506 0.004 0.005 0.002
H 2.5683 2.1652 1.6422 0.006 -0.001 0.004
H 3.3490 3.6923 1.9772 -0.007 0.000 -0.008
H 5.9818 1.4458 2.1312 0.002 0.000 0.001
H 7.0948 1.5392 -1.9900 -0.001 0.000 -0.001
H 4.9589 2.6134 -2.5526 0.008 -0.003 0.013
H 3.3506 4.0715 -2.6088 0.002 0.016 0.009
H 1.6853 3.9872 -1.9877 -0.003 -0.012 0.002
N -2.8145 4.5143 2.6892 -0.033 0.029 -0.059
C -1.9595 4.5188 3.7043 0.049 -0.043 0.029
N -2.2464 5.2472 4.7982 0.002 -0.004 0.000
N -0.8211 3.8318 3.7486 -0.018 0.074 -0.065
C -0.4597 3.1393 2.7169 0.004 -0.061 0.034
N -0.0561 2.4884 1.8469 -0.070 -0.001 -0.015
H -3.6615 5.0532 2.7379 0.003 0.000 0.003
H -2.6900 3.9517 1.8413 0.023 0.003 0.037
H -3.0197 5.8850 4.8205 -0.005 -0.004 0.000
H -1.5440 5.3045 5.5133 0.003 0.006 -0.002
```
Positions in Å, forces in eV/Å.

Summary:
Kohn-Sham gap   0.226 hartree
Max |F|   0.3 eV/Å
M   834.699 g/mol
LUMO   -0.31 eV

Here are the Mulliken charges for atoms 1 to 6, given in e: number 1, Zn, carries -0.339; number 2, C, carries -1.365; number 3, C, carries 0.928; number 4, C, carries -0.887; number 5, C, carries -0.426; number 6, C, carries -0.116



# C37H33IrN5O2P2

A molecular structure, C37H33IrN5O2P2 (wB97M-V/def2-TZVPD, OMol25).

The geometry in XYZ format:
```
80
Properties=species:S:1:pos:R:3:forces:R:3
Ir -1.1500 0.4766 1.7295 -0.299 -0.126 0.218
N -2.6744 3.4988 4.3258 -0.146 0.107 0.076
C -3.9571 3.1008 4.0095 0.131 0.015 0.073
C -3.8243 2.0961 3.1046 0.139 -0.007 -0.049
N -2.4858 1.8905 2.8615 -0.320 -0.109 -0.066
C -1.8223 2.7460 3.6101 0.291 0.076 0.035
C -0.3610 2.7616 3.5535 -0.291 0.084 0.074
N 0.2651 1.9077 2.7704 0.249 -0.113 -0.110
C 1.6126 2.1567 2.8968 -0.113 -0.008 -0.048
C 1.7897 3.1849 3.7673 -0.122 -0.010 0.073
N 0.5247 3.5535 4.1802 0.146 0.103 0.054
H -2.4418 4.2178 4.9918 -0.017 -0.001 -0.025
H -4.8247 3.5573 4.4524 0.027 0.000 0.007
H -4.5898 1.5198 2.6156 0.023 0.001 -0.009
H 2.3486 1.5901 2.3530 -0.030 -0.003 -0.011
H 2.6756 3.6754 4.1304 -0.022 -0.003 0.007
H 0.3242 4.2860 4.8424 0.013 -0.008 -0.024
O 0.6267 -0.3488 0.4069 0.303 -0.183 -0.223
P 0.7001 -1.1789 -0.8589 -0.109 0.287 0.391
C -0.7912 -0.8894 -1.8504 -0.110 -0.098 -0.030
P -1.4207 0.7904 -1.6182 -0.058 -0.072 0.263
O -1.9261 0.9241 -0.1727 0.123 0.089 -0.393
C -2.7243 1.0357 -2.7956 -0.254 -0.025 -0.079
C -2.8895 2.2797 -3.4087 -0.023 -0.052 0.004
C -3.9507 2.4842 -4.2774 0.020 -0.016 0.014
C -4.8452 1.4553 -4.5345 -0.009 -0.014 -0.009
C -4.6914 0.2171 -3.9220 0.032 0.005 0.015
C -3.6360 0.0051 -3.0511 0.014 0.070 -0.025
C -0.1136 1.9352 -1.9916 0.119 0.146 0.061
C 0.4275 1.9664 -3.2784 0.020 0.010 -0.012
C 1.4431 2.8585 -3.5758 0.021 -0.025 0.041
C 1.9180 3.7183 -2.5911 0.025 -0.013 -0.001
C 1.3820 3.6892 -1.3109 -0.029 -0.029 -0.027
C 0.3638 2.7961 -1.0071 0.028 0.020 -0.068
C 0.7906 -2.9338 -0.5613 -0.035 -0.199 0.019
C 1.7117 -3.3678 0.3954 -0.021 -0.016 -0.028
C 1.8468 -4.7191 0.6640 -0.018 0.013 -0.014
C 1.0756 -5.6452 -0.0296 -0.002 0.003 -0.001
C 0.1706 -5.2220 -0.9919 0.005 0.031 0.007
C 0.0247 -3.8669 -1.2583 0.018 -0.029 0.031
C 2.1039 -0.7196 -1.8530 0.141 0.042 -0.090
C 2.3293 -1.3385 -3.0837 0.047 0.004 -0.007
C 3.4345 -0.9849 -3.8399 -0.015 0.004 0.034
C 4.3227 -0.0276 -3.3599 -0.008 -0.008 -0.012
C 4.1053 0.5786 -2.1314 -0.034 0.027 0.010
C 2.9915 0.2387 -1.3752 0.016 0.030 -0.071
H -1.5711 -1.5610 -1.4824 -0.044 -0.017 -0.053
H -0.6199 -1.0905 -2.9097 -0.005 -0.006 0.000
H -2.1899 3.0826 -3.2161 -0.003 0.004 0.007
H -4.0771 3.4452 -4.7574 0.008 -0.005 0.011
H -5.6681 1.6169 -5.2188 0.012 -0.003 0.016
H -5.3935 -0.5802 -4.1263 0.017 0.011 0.010
H -3.5306 -0.9620 -2.5739 0.001 0.015 0.001
H 0.0475 1.3091 -4.0535 0.010 0.006 0.019
H 1.8619 2.8880 -4.5731 -0.008 0.001 0.021
H 2.7086 4.4188 -2.8279 -0.016 -0.006 0.004
H 1.7490 4.3708 -0.5545 -0.001 -0.013 -0.006
H -0.0672 2.7770 -0.0139 0.004 -0.014 0.005
H 2.3216 -2.6469 0.9259 -0.006 0.008 0.006
H 2.5581 -5.0542 1.4077 -0.007 0.010 -0.011
H 1.1856 -6.7022 0.1766 0.002 0.026 -0.004
H -0.4217 -5.9460 -1.5355 0.004 0.018 0.007
H -0.6860 -3.5541 -2.0137 0.013 -0.009 0.008
H 1.6570 -2.1090 -3.4486 0.010 0.013 0.016
H 3.6146 -1.4633 -4.7936 -0.008 0.008 0.015
H 5.1920 0.2398 -3.9470 -0.017 -0.007 0.014
H 4.8031 1.3197 -1.7636 -0.009 -0.007 0.002
H 2.7990 0.7167 -0.4231 0.003 -0.009 0.000
N -0.8731 -1.1630 2.8544 0.457 -0.068 -0.145
C -0.1467 -2.0825 3.4319 -0.328 0.089 -0.027
C 1.2769 -1.9214 3.5238 -0.053 0.001 -0.027
C 2.0274 -2.8741 4.1599 -0.049 -0.067 0.017
C 1.4132 -4.0095 4.7073 -0.006 0.017 -0.009
C 0.0257 -4.1875 4.6173 0.073 -0.023 0.023
C -0.7566 -3.2493 3.9994 0.052 0.029 -0.009
H 1.7178 -1.0395 3.0771 -0.013 -0.016 0.013
H 3.0996 -2.7511 4.2407 -0.005 -0.013 0.007
H 2.0162 -4.7548 5.2083 -0.005 0.007 -0.002
H -0.4327 -5.0685 5.0459 0.026 -0.005 0.001
H -1.8296 -3.3643 3.9242 0.026 0.022 -0.001
```
Positions in Å, forces in eV/Å.

Summary:
Total charge   +2
Kohn-Sham gap (alpha / beta)   0.294 / 0.249 hartree
Max |F|   0.5 eV/Å
M   833.869 g/mol
LUMO (alpha / beta)   -4.65 / -7.02 eV
2S+1   6
<S²>   8.8128

Here are the Mulliken charges for atoms 1 to 6, given in e: number 1, Ir, carries 3.200; number 2, N, carries -0.080; number 3, C, carries -0.475; number 4, C, carries -0.543; number 5, N, carries -0.183; number 6, C, carries 0.222



Q: The lowest max |F| belongs to which entry?
A: C37H33ClN8O5S2Zn



Q: What is the formula in the second record?
A: C37H33IrN5O2P2



Q: What is the formula in the first record?
A: C37H33ClN8O5S2Zn



Q: The highest M belongs to which entry?
A: C37H33ClN8O5S2Zn